(1)
Formula: C14H17N2OSSe5TeZr
Source: the Open Molecules 2025 dataset
Level of theory: ωB97M-V with the def2-TZVPD basis set

Last column: natural (NBO) charge in e.
Geometry (Å):
Te (1.263, 3.454, -3.576)  0.2842
Zr (1.096, 0.916, 0.378)  1.4830
Se (3.120, 0.936, -1.408)  -0.3732
Se (0.104, 2.675, -1.403)  -0.5803
Se (-1.048, 0.295, 3.985)  0.2764
Se (-2.240, 1.449, 2.277)  0.2653
Se (3.487, 2.092, -3.460)  -0.1054
S (-0.004, -0.648, -2.442)  1.3258
O (0.308, -0.449, -0.987)  -1.0483
N (0.332, 2.553, 1.702)  -0.5975
N (0.334, -0.717, 1.697)  -0.5949
C (-0.198, 5.084, 2.668)  -0.1041
C (-0.891, -2.375, 2.904)  -0.2608
C (0.761, -1.645, 0.798)  0.0798
C (1.305, 3.501, 1.646)  0.1008
C (-0.476, -1.050, 2.738)  0.0690
C (-1.727, -1.264, -2.541)  -0.5851
C (-0.897, 2.820, 2.222)  0.0483
C (-1.684, -2.609, -3.243)  -0.4168
C (-0.463, -3.343, 1.993)  -0.1065
C (1.056, 4.788, 2.130)  -0.2212
C (0.682, -2.274, -2.925)  -0.5921
C (-0.426, -3.294, -2.740)  -0.4138
C (-1.183, 4.096, 2.717)  -0.2400
C (0.369, -2.979, 0.932)  -0.2446
H (-2.157, 4.320, 3.133)  0.2484
H (-1.627, -2.469, -4.330)  0.2216
H (-2.104, -1.367, -1.518)  0.2451
H (1.827, 5.548, 2.087)  0.2497
H (2.271, 3.257, 1.226)  0.2607
H (-1.534, -2.652, 3.729)  0.2521
H (-2.340, -0.535, -3.076)  0.2630
H (1.404, -1.347, -0.018)  0.2520
H (1.566, -2.499, -2.323)  0.2579
H (-0.216, -4.215, -3.292)  0.2448
H (2.541, 0.916, 1.630)  -0.3725
H (0.706, -3.722, 0.221)  0.2364
H (-0.405, 6.077, 3.047)  0.2438
H (-2.581, -3.198, -3.031)  0.2447
H (0.975, -2.199, -3.977)  0.2584
H (-0.774, -4.373, 2.109)  0.2431
H (-0.535, -3.553, -1.680)  0.2025

Forces on the atoms, in the same order (eV/Å):
Te -0.0431 -0.5492 0.6807
Zr 1.1579 2.2782 -1.1954
Se 0.7799 -0.0906 0.4160
Se -0.0359 0.5031 -0.3708
Se -0.4457 -0.0377 -0.8120
Se 0.6822 -0.0195 0.5531
Se -0.9304 -0.1198 0.7456
S -0.2142 0.3638 -2.5323
O -1.9661 -0.0580 -0.5482
N -0.2559 0.5056 0.2251
N -0.1732 -0.7179 -0.0548
C 0.2934 -0.5329 -0.2978
C 0.3284 0.3099 -0.1238
C -0.4543 -1.9189 3.0338
C -1.5670 0.7876 0.9564
C 0.5677 -0.9627 -0.8238
C -0.3202 0.1820 0.1337
C 1.0359 1.2094 -0.2963
C -0.0607 -0.2790 -0.1852
C 0.2911 0.5758 -0.3306
C -0.1798 -0.3499 0.0352
C 0.1022 -0.2940 0.4120
C -0.0807 -0.3632 -0.0737
C 0.2707 -0.2770 -0.2189
C -0.0483 0.1611 0.2271
H 0.0388 -0.1187 -0.0338
H -0.0239 -0.0538 0.1634
H 0.2106 0.1461 -0.0283
H -0.0075 -0.1152 -0.0419
H 0.0321 -0.3046 -0.1241
H 0.0372 0.1285 -0.0355
H 0.2306 0.0871 0.1990
H 0.7832 -0.6941 0.9349
H 0.0486 0.3396 -0.1388
H 0.0377 0.1202 0.0983
H -0.2493 -0.3314 -0.6028
H 0.0910 0.0473 0.0797
H -0.0084 -0.0294 -0.0113
H 0.0686 0.1900 -0.0386
H -0.0038 0.2256 0.1807
H 0.0029 0.0231 0.0060
H -0.0223 0.0332 -0.1619

## Properties
Spin multiplicity: 1
Electronic energy, eV: -365956.012
Highest occupied orbital energy, eV: -9.0
Total charge: +1

(2)
Formula: C5H7N5O
Source: the Open Molecules 2025 dataset
Level of theory: ωB97M-V with the def2-TZVPD basis set

Last column: natural (NBO) charge in e.
Geometry (Å):
O (-0.482, -2.743, -1.466)  -0.5731
N (-1.956, 1.653, 1.334)  -0.3587
N (-0.415, -1.530, 1.546)  0.0534
N (-0.007, 1.151, -0.087)  -0.4883
N (-0.017, -0.552, -1.782)  -0.6229
N (-0.272, -1.322, 2.732)  -0.5029
C (-0.524, -1.363, 0.386)  0.0990
C (1.321, 1.091, 0.489)  -0.4093
C (-0.365, -1.623, -1.003)  0.5816
C (-1.043, 1.419, 0.680)  0.4159
C (-0.179, 0.863, -1.474)  -0.0197
H (0.582, 1.403, -2.057)  0.1971
H (1.893, 0.319, -0.024)  0.2130
H (1.245, 0.838, 1.547)  0.2372
H (1.838, 2.049, 0.385)  0.2016
H (-1.175, 1.215, -1.785)  0.2082
H (0.032, -0.768, -2.769)  0.4111
H (-0.477, -2.100, 3.348)  0.3567

Forces on the atoms, in the same order (eV/Å):
O -0.0759 0.0030 0.1400
N -0.7054 0.2020 0.5371
N -0.2676 0.1375 -1.9390
N 0.4642 -0.0478 -0.2454
N 0.0954 0.0693 -0.1544
N 0.4986 0.6847 1.8215
C -0.3953 -0.6057 1.1907
C 0.4040 0.1432 0.2168
C 0.3337 -0.1474 -0.9739
C -0.0418 0.1019 -0.2000
C -0.3502 0.2092 -0.4679
H -0.2141 -0.0747 0.1016
H 0.0210 -0.0334 0.0553
H 0.0481 -0.0307 -0.0687
H 0.0027 -0.0551 0.0117
H 0.2941 -0.0173 0.1604
H 0.0248 -0.1580 0.1286
H -0.1363 -0.3807 -0.3143

## Properties
Spin multiplicity: 1
Electronic energy, eV: -14792.842
Highest occupied orbital energy, eV: -9.1
ΔE to the lowest compared entry with this formula, charge and spin, kcal per mole: 66.8
Total charge: 0

(3)
Formula: CH4BrNO
Source: the Open Molecules 2025 dataset
Level of theory: ωB97M-V with the def2-TZVPD basis set

Last column: Löwdin spin population.
Geometry (Å):
Br (-0.771, 2.029, 2.214)  0.0293
O (0.601, 0.090, 0.793)  0.3883
N (-0.630, 0.483, 0.991)  0.7754
C (0.925, -0.781, -0.088)  0.6871
H (-0.976, 0.164, -1.176)  0.0078
H (1.928, -0.905, -0.120)  0.0520
H (-1.344, 0.107, -1.849)  0.0096
H (0.268, -1.187, -0.766)  0.0506

Forces on the atoms, in the same order (eV/Å):
Br 0.7053 -1.2978 -1.0482
O 1.3973 4.3897 4.9180
N -2.7036 0.4645 0.1867
C -0.4635 -2.5031 -2.2215
H -0.8402 0.1091 -1.1757
H 2.8572 -0.5576 -0.2553
H 0.3706 0.1135 0.7012
H -1.3232 -0.7183 -1.1051

## Properties
Spin multiplicity: 3
Electronic energy, eV: -74674.433
Highest occupied orbital energy (alpha / beta), eV: -7.5 / -10.5
ΔE to the lowest compared entry with this formula, charge and spin, kcal per mole: 56.3
Total charge: 0

(4)
Formula: C6H6N2O2
Source: the Open Molecules 2025 dataset
Level of theory: ωB97M-V with the def2-TZVPD basis set

Last column: natural (NBO) charge in e.
Geometry (Å):
O (-0.984, -1.878, -0.358)  -0.6019
O (0.568, 2.517, -0.115)  -0.5738
N (2.129, 0.694, 0.015)  -0.6099
N (-0.215, 0.373, -0.158)  -0.6711
C (0.899, 1.360, -0.129)  0.8038
C (-3.199, 0.431, -0.493)  -0.2374
C (1.223, -1.482, 0.119)  -0.3670
C (2.301, -0.678, 0.080)  0.0698
C (-0.066, -1.033, -0.066)  0.6037
C (-3.142, 0.452, 0.705)  -0.2768
H (3.370, -1.049, 0.008)  0.2311
H (2.907, 1.251, -0.064)  0.4106
H (-3.054, 0.233, 1.789)  0.2569
H (-2.998, 0.628, -1.641)  0.2762
H (-1.144, 0.697, -0.037)  0.4423
H (1.406, -2.517, 0.345)  0.2436

Forces on the atoms, in the same order (eV/Å):
O 2.1580 3.0629 1.4030
O 1.7203 -0.0614 -0.3023
N -2.0066 0.1675 -0.5649
N 3.1248 -0.8527 0.2681
C -3.3182 -2.9370 1.0863
C 0.7502 1.1649 -3.1832
C 3.9225 -1.0625 1.0966
C 0.1359 -0.0734 -0.2967
C -4.5645 -0.8732 -2.3906
C -0.1859 -0.8143 1.5406
H -1.5732 0.6040 0.4609
H 1.9912 1.5069 -0.1552
H -0.2639 0.4999 -1.4788
H -0.8864 -0.7691 3.1823
H -0.7545 0.7345 -0.2099
H -0.2498 -0.2970 -0.4563

## Properties
Spin multiplicity: 1
Electronic energy, eV: -13391.828
Highest occupied orbital energy, eV: -9.4
ΔE to the lowest compared entry with this formula, charge and spin, kcal per mole: 64.5
Total charge: 0

- The lowest electronic energy belongs to which entry?
  C14H17N2OSSe5TeZr